1.
ORCA calculation (the ωB97M-V functional and the def2-TZVPD basis) on a molecular structure, C19H14MoN2O2S6.

- Energy: -93857.175 eV
- E_LUMO: -9.47 eV

```
! RIJCOSX wB97M-V def2-TZVPD def2/J DEFGRID3
* xyz 2 1
Mo 0.56890 2.46539 -1.15644
S -1.37804 3.46009 -1.69117
S 1.90395 6.13234 -0.78675
S 1.75429 3.78016 -2.59145
S -0.12337 -1.59526 -3.58408
S 0.89485 1.04401 -2.88331
S -0.99704 5.90405 -0.02271
O 1.06615 2.69513 0.59644
O 0.65690 7.74724 0.87838
N -0.53491 -0.43916 -1.20114
N -0.27511 0.62963 -0.38211
C -0.10706 -6.30992 -1.61727
C -1.15266 -2.86451 -2.76635
C -0.02614 -0.39435 -2.36543
C 0.96913 -6.03561 -0.79080
C 1.00451 3.15611 2.90120
C 0.47995 2.90216 4.15262
C -0.26169 1.28968 1.97841
C -0.76982 -5.27691 -2.26721
C -0.38891 4.77375 -1.17283
C 0.61200 2.37516 1.83411
C -0.36612 -3.96162 -2.08809
C 1.38795 -4.72255 -0.61661
C 0.54573 6.81453 0.16955
C 0.72216 -3.69188 -1.26237
C -0.53402 0.36367 0.90322
C -0.79184 1.07019 3.26573
C 0.97382 4.88053 -1.53621
C -0.44389 1.86951 4.32990
C -1.06993 -0.99737 1.22881
H -0.45318 -1.75912 0.75531
H -1.10155 -1.18341 2.29384
H -1.80544 -2.32962 -2.07821
H 1.49031 -6.84175 -0.29277
H -2.06811 -1.11214 0.80029
H 1.71285 3.95671 2.73184
H 2.24109 -4.50535 0.01246
H 1.07193 -2.67388 -1.14140
H -0.42910 -7.33155 -1.76663
H -1.50916 0.28046 3.42565
H -1.60583 -5.50069 -2.91913
H 0.78005 3.51236 4.99356
H -1.76591 -3.26325 -3.57324
H -0.87769 1.68698 5.30241
*
```

---

2.
ORCA calculation (the ωB97M-V functional and the def2-TZVPD basis) on 2 unconnected molecules or ions with the total composition C4H9S at a distorted geometry.

- Energy: -15129.294 eV
- E_LUMO: 4.23 eV
- Energy relative to the best compared isomer or geometry (same formula, charge and spin): 34.3 kJ/mol

```
! RIJCOSX wB97M-V def2-TZVPD def2/J DEFGRID3
* xyz -1 1
S 1.51899 -0.67124 -1.11486
C -0.89231 1.00590 0.89184
C -0.14413 2.06137 0.13518
C -1.12510 -0.18804 0.33007
C -1.23345 -1.50452 1.03118
H -1.01186 -0.28602 -0.74524
H -1.30659 -1.36489 2.11910
H -1.01123 1.12599 1.97088
H 2.57302 -0.80479 -1.96427
H -0.29077 -2.03773 0.82142
H -0.65136 3.03947 0.22227
H 0.86657 2.18961 0.54123
H -0.00017 1.80769 -0.91386
H -2.04182 -2.14925 0.67248
*
```